[1]
Entry from the OMol25 dataset: a structure of composition C36H54F6KN5O4S2Sb (ωB97M-V/def2-TZVPD).

HOMO in eV: -3.17
Energy relative to the best compared isomer or geometry (same formula, charge and spin) in kcal per mole: 0.0
Multiplicity: 1
Net charge: -1
Calculated total energy in hartree: -4214.755614

CARTESIAN COORDINATES (ANGSTROEM)
K  0.3026  -1.0549  -0.8195
C  -0.7252  -2.2878  2.0723
N  -0.3716  -3.1888  0.9578
C  -1.4817  -4.0303  0.5412
C  -2.4460  -3.4474  -0.4689
C  -3.8093  -3.7045  -0.3449
C  -4.6567  -3.3525  -1.3786
C  -4.1215  -2.7390  -2.5014
C  -2.7623  -2.4796  -2.5139
N  -1.9359  -2.8210  -1.5267
C  0.7966  -3.9954  1.3373
C  1.8752  -4.0123  0.2828
C  2.0628  -5.0903  -0.5708
C  3.0870  -5.0413  -1.5036
C  3.9001  -3.9230  -1.5410
C  3.6361  -2.8900  -0.6530
N  2.6481  -2.9222  0.2370
C  -1.9232  -1.3885  1.8570
C  -3.0924  -1.6594  2.5691
C  -3.9933  -0.5552  2.7110
C  -3.8399  0.5559  1.9644
C  -2.8441  0.5365  0.8312
N  -1.6924  -0.3214  1.1142
H  0.1392  -1.6360  2.2253
H  -0.8788  -2.8811  2.9880
H  -2.0571  -4.3881  1.4096
H  -1.0583  -4.9117  0.0488
H  -4.1871  -4.1574  0.5616
H  -5.7207  -3.5409  -1.3045
H  -4.7419  -2.4432  -3.3368
H  -2.3103  -1.9681  -3.3572
H  0.5010  -5.0213  1.5922
H  1.2420  -3.5595  2.2322
H  1.4070  -5.9498  -0.5072
H  3.2372  -5.8552  -2.2011
H  4.7011  -3.8267  -2.2611
H  4.2406  -1.9898  -0.6699
H  -3.1400  -2.5066  3.2413
H  -4.7431  -0.5806  3.4979
H  -4.4215  1.4517  2.1564
H  -2.4587  1.5596  0.6773
F  0.9798  -1.4002  -6.2157
C  0.5100  -1.7520  -5.0196
F  -0.4797  -2.6317  -5.1972
F  -0.0013  -0.6657  -4.4286
S  1.8261  -2.5062  -3.9707
O  1.1908  -2.6362  -2.6873
O  2.2003  -3.6862  -4.6856
N  3.0085  -1.4737  -4.0277
S  3.2369  -0.2298  -3.0994
O  4.5453  -0.2409  -2.5161
O  2.1258  0.1508  -2.2590
C  3.3151  1.1138  -4.3571
F  4.2968  0.9028  -5.2319
F  2.1640  1.2078  -5.0245
F  3.5401  2.2783  -3.7409
C  1.1546  3.4654  4.0595
C  0.8075  2.1571  3.3579
C  -0.6934  1.8917  3.4937
C  1.5468  1.0021  4.0339
Sb  1.2901  2.0414  1.2064
C  0.8191  4.0754  0.4774
C  -0.5922  4.4295  0.9445
C  1.7780  5.1853  0.8947
C  0.7965  3.9696  -1.0501
C  3.5030  2.0239  1.1974
C  4.2137  2.7830  2.3114
C  3.8869  0.5422  1.2612
C  3.9643  2.5631  -0.1559
H  0.9205  3.3713  5.1285
H  0.5615  4.2970  3.6757
H  2.2083  3.7306  3.9731
H  -0.9505  1.8171  4.5584
H  -0.9919  0.9617  3.0058
H  -1.2996  2.6925  3.0686
H  1.2031  0.9117  5.0719
H  2.6276  1.1529  4.0562
H  1.3429  0.0490  3.5392
H  -0.6311  4.6324  2.0155
H  -1.3113  3.6364  0.7241
H  -0.9289  5.3363  0.4254
H  1.8425  5.2927  1.9774
H  1.4248  6.1425  0.4872
H  2.7862  5.0239  0.5109
H  0.0795  3.2166  -1.3865
H  1.7684  3.7086  -1.4690
H  0.4940  4.9334  -1.4797
H  4.0048  2.3607  3.2956
H  3.9450  3.8402  2.3318
H  5.2992  2.7198  2.1556
H  3.5799  0.0654  2.1932
H  4.9764  0.4417  1.1756
H  3.4400  -0.0227  0.4397
H  3.8398  3.6448  -0.2345
H  3.4322  2.0923  -0.9828
H  5.0302  2.3427  -0.2922
C  -5.9751  0.5014  -0.6222
C  -4.5987  1.0399  -1.0077
C  -4.5218  1.2427  -2.5194
C  -3.4696  0.1257  -0.5128
H  -6.7709  1.1924  -0.9164
H  -6.0391  0.3254  0.4510
H  -6.1542  -0.4534  -1.1274
H  -4.4704  2.0211  -0.5312
H  -4.6077  0.2815  -3.0357
H  -3.5689  1.6904  -2.8103
H  -5.3271  1.8891  -2.8796
H  -2.6562  0.1117  -1.2493
H  -3.8312  -0.9027  -0.4199

Forces on the atoms, in the same order (eV/Å):
K -0.293 0.085 0.383
C -0.060 -0.063 0.038
N 0.005 0.120 0.030
C 0.008 -0.025 -0.012
C -0.004 0.009 0.012
C -0.001 0.000 0.000
C -0.001 -0.002 -0.003
C -0.002 -0.011 -0.003
C 0.017 0.020 0.004
N 0.032 -0.047 -0.036
C 0.003 0.018 -0.015
C 0.007 -0.018 -0.009
C 0.002 -0.006 0.013
C -0.005 -0.001 -0.006
C 0.003 -0.004 0.008
C 0.005 0.009 0.002
N -0.043 0.035 -0.014
C -0.029 0.022 -0.006
C 0.011 0.027 0.007
C -0.011 -0.004 0.006
C -0.001 0.003 -0.007
C 0.019 0.012 -0.024
N 0.074 -0.170 -0.084
H 0.032 -0.013 0.082
H -0.017 -0.005 -0.004
H 0.003 0.000 -0.001
H 0.001 0.003 0.001
H -0.001 0.000 -0.001
H 0.001 -0.001 0.000
H 0.001 0.000 0.000
H 0.005 -0.004 -0.002
H -0.002 0.000 0.001
H 0.003 -0.003 0.000
H 0.000 0.001 0.000
H -0.001 -0.001 0.000
H 0.003 0.001 0.002
H 0.001 -0.002 -0.001
H -0.001 -0.004 -0.005
H 0.001 0.003 0.001
H 0.002 0.001 0.001
H 0.007 0.009 0.010
F 0.002 0.004 -0.003
C 0.005 -0.004 -0.002
F -0.011 0.001 -0.002
F -0.002 0.005 0.006
S 0.007 -0.017 -0.027
O 0.074 -0.023 -0.210
O 0.001 -0.018 0.014
N 0.001 0.002 0.000
S 0.003 0.040 -0.013
O 0.001 0.008 -0.010
O 0.128 0.001 -0.101
C -0.012 -0.009 0.002
F 0.009 0.003 0.002
F 0.003 0.001 -0.003
F 0.002 0.005 0.003
C -0.007 0.024 -0.018
C -0.011 -0.011 0.000
C 0.020 -0.018 0.016
C 0.032 -0.005 0.000
Sb 0.013 0.009 -0.012
C 0.012 -0.002 -0.013
C -0.008 -0.002 0.038
C 0.034 0.000 -0.005
C -0.032 -0.011 0.004
C -0.005 -0.010 -0.005
C -0.005 -0.007 0.027
C -0.010 0.010 -0.025
C 0.028 0.035 -0.011
H 0.007 0.002 -0.001
H 0.038 -0.002 0.016
H 0.037 -0.011 -0.003
H -0.001 0.011 0.005
H -0.009 0.023 -0.004
H -0.011 0.024 -0.032
H -0.004 -0.004 -0.002
H -0.060 -0.050 0.007
H 0.001 -0.012 0.000
H -0.025 -0.016 -0.024
H 0.002 -0.002 -0.014
H -0.005 -0.003 0.001
H -0.015 -0.006 0.044
H -0.002 0.002 0.007
H -0.087 0.062 0.062
H 0.002 0.004 0.002
H 0.038 -0.007 0.000
H 0.005 0.000 -0.001
H 0.026 0.058 -0.037
H -0.005 0.030 -0.020
H -0.001 0.005 -0.001
H -0.021 0.002 0.043
H 0.000 -0.002 0.000
H 0.009 0.013 -0.002
H 0.037 -0.113 -0.041
H -0.006 -0.036 -0.036
H 0.001 -0.006 -0.002
C 0.001 0.002 -0.005
C 0.004 -0.005 -0.003
C -0.008 0.004 -0.006
C 0.004 0.012 0.005
H -0.001 -0.001 0.000
H 0.001 -0.001 0.004
H 0.001 0.003 0.000
H -0.003 -0.002 0.002
H 0.003 0.003 0.004
H 0.002 -0.003 -0.002
H 0.000 0.001 -0.003
H -0.009 0.009 -0.005
H 0.010 0.013 0.019

***

[2]
Entry from the OMol25 dataset: a structure of composition C36H55BiNO5S3Si3Te at a distorted geometry (ωB97M-V/def2-TZVPD).

HOMO in eV: -4.33
Energy relative to the best compared isomer or geometry (same formula, charge and spin) in kcal per mole: 33.0
Multiplicity: 1
Net charge: -1
Calculated total energy in hartree: -4381.531349

CARTESIAN COORDINATES (ANGSTROEM)
Bi  10.2174  16.5133  10.0389
C  11.2192  14.0709  13.5076
O  11.6099  14.8312  12.3964
Si  12.7500  14.4940  11.2449
C  14.4379  14.2103  12.0014
C  12.3783  12.8421  10.6157
C  12.6980  15.7796  9.9059
Si  13.6148  17.3635  10.4598
C  13.0977  18.8103  9.4869
C  15.5274  17.3952  10.4779
C  13.1193  17.7337  12.2233
Si  13.3648  15.0333  8.3841
C  15.0611  14.0895  8.5414
C  12.3563  13.7164  7.5251
C  13.5381  16.4446  7.0809
H  10.1432  14.2361  13.7751
H  11.8671  14.3364  14.3745
H  11.2887  12.9930  13.3496
H  15.1427  13.9158  11.3169
H  14.5761  13.4226  12.7560
H  14.8253  15.0879  12.5268
H  12.4157  12.1434  11.4798
H  13.1343  12.4354  9.9728
H  11.4123  12.7019  10.1401
H  12.9520  19.7857  10.0956
H  12.0796  18.6286  9.2351
H  13.5655  18.9956  8.5002
H  16.0068  17.4371  9.4933
H  16.0681  16.6796  11.0365
H  15.7558  18.3700  10.8688
H  13.4231  18.6343  12.7855
H  13.4145  16.8535  12.7901
H  11.9970  17.6574  12.2575
H  14.7688  13.1393  9.0981
H  15.9331  14.4861  9.1299
H  15.5866  13.8217  7.6253
H  12.8040  12.7608  7.4502
H  12.2553  14.0613  6.5343
H  11.3600  13.7127  7.9406
H  14.5732  16.7637  7.1307
H  12.8940  17.2878  7.2537
H  13.3478  15.9954  6.0899
C  8.8552  16.5093  5.3617
C  8.7998  16.7110  6.8246
S  10.4106  16.7902  7.5141
C  7.6814  16.8431  7.5826
C  6.3536  16.9471  6.9605
S  7.7443  17.2340  9.3079
H  9.6672  15.8399  5.0497
H  9.0209  17.5239  4.8873
H  7.9040  16.2750  4.9219
H  6.3094  16.2933  6.1104
H  6.2141  17.9749  6.6382
H  5.5101  16.6868  7.6702
Te  8.9823  20.1577  8.8626
C  9.5555  22.2395  8.9658
C  8.5738  23.2076  8.4744
C  8.9204  24.5451  8.4388
C  10.1954  24.9974  8.8510
C  11.0592  24.0677  9.3357
C  10.7737  22.7077  9.4785
C  7.8566  20.5993  10.6275
C  6.4838  20.6312  10.4868
C  5.7102  20.9213  11.6222
C  6.2874  21.1990  12.8384
C  7.6859  21.1586  12.9234
C  8.4791  20.8386  11.8632
H  7.5882  23.0161  8.1092
H  8.2006  25.3551  8.2607
H  10.5340  26.0401  8.7077
H  12.0513  24.3798  9.6892
H  11.4873  21.9324  9.8586
H  6.1568  20.2199  9.5446
H  4.6584  20.9882  11.4985
H  5.7394  21.5474  13.6903
H  8.1659  21.4479  13.8090
H  9.5024  20.8411  12.0319
C  13.7200  9.2084  12.2725
C  12.2144  9.1376  12.0583
C  11.7099  9.5033  10.8197
C  10.3500  9.4336  10.5130
C  9.5456  9.1545  11.6030
C  9.9919  8.8048  12.8551
C  11.3309  8.7954  13.0692
S  7.7738  9.5550  11.3916
O  7.3770  9.9159  10.0829
O  6.9455  8.6039  12.0893
N  7.5696  10.8632  12.4232
C  8.3539  12.1001  12.1175
C  7.8666  12.9675  10.9448
C  8.5976  14.2400  10.9312
O  8.4671  15.0304  11.8751
O  9.3497  14.5337  9.8653
H  14.2986  8.6479  11.5465
H  14.0615  8.8857  13.2011
H  13.9888  10.2512  12.2221
H  12.4584  9.7572  10.0175
H  9.8688  9.7514  9.5578
H  9.2652  8.5233  13.6274
H  11.7009  8.4054  14.0026
H  7.7813  10.5723  13.3612
H  9.4241  11.9376  11.9955
H  8.2052  12.7002  13.0573
H  6.8054  13.3079  11.0674
H  7.9857  12.4155  10.0110

Forces on the atoms, in the same order (eV/Å):
Bi -0.020 0.343 -0.264
C -0.271 0.166 0.862
O -0.567 0.349 0.126
Si 0.458 0.708 -0.509
C -0.753 0.680 2.693
C -0.680 -1.938 0.548
C 0.461 0.104 1.666
Si 0.803 -1.068 0.248
C -0.345 2.549 -0.185
C -0.604 0.485 -1.303
C -1.369 -0.400 0.535
Si 0.863 0.633 -1.186
C 0.552 -0.404 1.563
C -0.451 0.812 0.813
C 0.605 -1.255 0.167
H 0.907 0.323 -0.358
H -0.480 -0.214 -0.348
H 0.278 -0.171 -0.198
H 1.665 -0.313 -2.196
H -0.790 -0.099 0.113
H 0.059 0.187 -0.223
H -0.197 0.315 -0.168
H 0.399 -0.047 -0.575
H -0.178 0.113 -0.126
H 0.862 -1.395 -0.897
H -1.182 -0.252 -0.478
H 0.065 0.076 0.707
H -0.324 -0.274 -0.180
H 0.340 -0.942 0.794
H 0.105 0.658 0.565
H 0.057 -0.290 -0.606
H 0.172 -0.030 0.399
H 0.796 0.317 0.089
H 0.555 0.887 -0.878
H -1.058 0.202 -0.116
H -0.589 -0.224 -0.478
H 0.367 -1.164 0.360
H -0.248 0.483 -1.369
H -0.402 -0.424 0.134
H 0.362 0.298 -0.197
H -0.180 0.160 -0.070
H 0.070 0.413 0.287
C 0.269 1.748 -1.119
C -0.683 -0.268 1.705
S 0.389 -0.219 0.201
C 1.607 0.434 0.134
C -1.519 -0.263 0.819
S -0.625 -0.006 -0.231
H -0.388 0.105 0.032
H 0.382 -0.874 0.330
H -0.423 -0.784 -0.074
H -0.343 -0.263 -0.546
H -0.294 0.219 -0.168
H 1.007 0.252 -0.761
Te 0.314 0.448 0.672
C -1.370 1.102 -0.741
C 2.241 0.085 0.709
C 0.349 1.260 0.806
C -0.690 0.070 -0.791
C 2.135 -0.381 1.252
C -0.964 -1.191 -0.939
C 0.833 -0.539 -0.215
C 0.730 -0.634 1.066
C -0.002 0.041 -0.789
C 1.160 0.269 -0.491
C -1.150 0.095 -0.083
C -1.955 0.072 -1.149
H -0.377 -0.931 0.026
H 0.001 -0.664 -0.509
H -0.480 -0.654 0.289
H -0.338 0.053 -0.226
H -0.520 1.122 -0.284
H -0.859 0.461 -0.037
H -0.905 -0.094 0.050
H -0.451 -0.107 0.231
H 0.483 0.193 1.363
H 1.874 -0.139 -0.212
C -0.956 0.489 -1.187
C 0.765 0.149 -0.112
C 1.000 -0.334 -1.958
C 0.110 0.928 0.434
C -2.134 0.545 -1.586
C -1.399 -0.139 0.284
C 1.004 -0.718 0.400
S -1.304 -0.471 3.288
O 0.858 0.463 -1.269
O 0.717 -0.896 -0.191
N 1.112 1.049 -1.962
C -1.041 1.004 1.432
C -1.270 -1.238 -0.123
C 1.463 2.601 -0.268
O 0.321 -0.662 -0.634
O -0.572 -1.207 1.150
H -0.130 0.041 -0.413
H 0.144 -0.733 1.855
H 0.340 0.461 -0.282
H -0.954 -0.150 0.869
H 0.748 -0.385 0.815
H 0.361 0.172 -0.287
H 0.214 0.190 0.296
H -0.112 -0.310 0.293
H 0.198 -0.331 0.024
H 0.402 -0.333 -0.916
H 0.697 -0.766 -0.040
H -0.133 0.204 0.004

***

Ordered orbital gap results: 0.197, 0.236; unit hartree.